Entry 1:
# C20H36NOP2Zr

C20H36NOP2Zr as an isolated structure at a distorted geometry (the ωB97M-V functional and the def2-TZVPD basis, the Open Molecules 2025 dataset).

Geometry as XYZ:
```
61
Properties=species:S:1:pos:R:3:forces:R:3:mulliken_spin:R:1
P 0.072785 -1.833662 -5.377574 -4.2 1.0 -1.5 0.0083
P 0.447534 2.116158 -4.930038 -3.4 2.5 -1.8 0.0484
C -0.359652 -0.350854 -6.358805 0.6 -0.2 -1.1 -0.0020
C 0.592843 0.844312 -6.236274 0.3 -0.1 -0.1 -0.0002
H -1.422900 -0.071348 -6.197261 0.9 -0.5 -0.1 -0.0049
H -0.310230 -0.698240 -7.400363 0.0 0.3 0.0 0.0004
H 1.654213 0.558468 -6.241892 -0.2 -0.2 -0.2 -0.0016
H 0.403735 1.481990 -7.110318 0.4 -0.2 0.1 0.0044
C -0.785003 3.184346 -5.774703 0.5 0.1 -0.7 0.0392
H -1.014072 4.083250 -5.190582 0.1 -0.2 -0.1 0.0076
H -1.716045 2.616411 -5.927349 0.3 0.2 0.1 -0.0195
H -0.367514 3.469698 -6.750052 -0.3 0.1 0.2 0.0028
C 1.966101 3.090331 -4.970296 0.3 -0.4 0.3 0.0066
H 1.921838 3.671759 -5.903251 0.1 -0.2 0.3 0.0023
H 2.808832 2.386821 -5.007768 0.0 0.4 0.1 0.0014
H 2.058243 3.769361 -4.110498 -0.1 -0.3 -0.3 -0.0005
C -1.355397 -2.862203 -5.798250 0.3 -0.4 -0.6 -0.0011
H -1.401537 -3.754235 -5.160267 0.0 0.2 -0.2 0.0003
H -1.215380 -3.159394 -6.842428 -0.2 -0.2 0.1 -0.0001
H -2.296753 -2.303803 -5.696960 0.5 -0.1 0.1 0.0005
C 1.494839 -2.705686 -5.911929 1.1 -0.2 -0.4 0.0002
H 2.346491 -2.016602 -6.007868 -0.1 -0.5 0.0 -0.0004
H 1.253305 -3.152175 -6.892437 0.3 0.1 0.4 0.0006
H 1.707794 -3.515744 -5.196337 0.1 0.3 -0.2 0.0004
Zr 2.896427 -0.730350 -0.977066 -3.5 -0.6 5.1 0.0052
C -0.585986 2.110058 -3.378433 1.6 -1.0 1.4 0.0345
C -2.030920 1.923816 -3.407807 -0.6 -0.1 -1.0 0.6978
C -2.478940 0.638655 -3.975514 0.6 0.3 0.3 -0.0136
C -2.567589 -0.446461 -2.826832 -1.0 0.8 -1.1 0.0951
C -1.711703 -1.541793 -3.222527 -0.3 -1.2 0.4 0.0344
C -0.377530 -1.429833 -3.698738 3.6 -0.2 3.1 -0.0067
C 0.713500 -0.267044 -3.232406 -0.6 -1.4 0.3 -0.0194
C 0.175415 1.008033 -2.563150 0.6 0.4 0.8 0.1901
C 3.237303 -2.506221 0.426607 0.0 -0.7 -0.1 -0.0011
H -0.364854 3.100758 -2.935823 0.2 -0.4 -0.2 -0.0456
H -2.653021 2.525433 -2.772326 -0.1 0.4 0.1 -0.0370
H -1.622724 0.434166 -4.635212 -0.7 -0.6 0.4 -0.0120
H -3.379317 0.559848 -4.580479 -0.2 0.5 0.1 0.0297
H -2.294245 0.046909 -1.890397 -0.2 -0.2 0.2 -0.0003
H -3.615726 -0.804041 -2.763089 0.6 0.4 0.2 -0.0058
H -2.129841 -2.539937 -3.078286 0.6 0.2 0.2 0.0045
H 0.134554 -2.323493 -3.271089 -0.3 0.1 0.0 -0.0044
H 1.452109 -0.065926 -4.054363 -0.6 -0.1 0.4 -0.0234
H 1.394415 -0.825485 -2.430122 -1.1 0.4 -1.1 0.0277
H -0.407493 0.749983 -1.687024 0.3 -0.2 0.3 -0.0371
H 1.074200 1.550803 -2.236438 -0.1 -0.1 0.4 -0.0085
H 4.128326 -3.031727 0.863628 -0.3 1.0 -0.7 0.0000
H 2.900961 -3.239720 -0.335783 0.0 -0.1 -0.5 0.0001
H 2.449953 -2.682255 1.190836 0.3 0.9 -0.4 0.0000
O 1.361316 -0.387683 -0.087012 4.1 -0.4 -2.8 0.0018
N -0.128643 0.626272 2.091693 0.8 1.1 -1.6 0.0002
C -1.389942 0.890620 2.350817 -0.5 -0.3 1.5 0.0000
C -1.816564 1.253305 3.635706 0.5 0.4 -0.5 0.0000
C -0.826420 1.524612 4.584148 -0.2 -0.5 -0.3 0.0000
C 0.514048 1.358368 4.254561 0.4 0.4 -0.8 0.0000
C 0.828536 0.977861 2.941977 -1.1 -0.5 1.2 -0.0002
H -2.108411 0.797902 1.545376 0.0 -0.4 0.0 0.0006
H -2.876374 1.367196 3.838348 0.2 0.1 0.1 0.0000
H -1.102052 1.875003 5.561013 -0.1 0.0 0.3 0.0000
H 1.322897 1.579307 4.942869 -0.2 0.1 0.1 0.0000
H 1.848567 0.920803 2.590832 0.2 -0.3 0.1 0.0000
```
Positions in Å, forces in eV/Å.

Values from the calculation:
Orbital gap (alpha / beta) in eV: 3.3976 / 3.3682
Energy in eV: -44694.5969
Net charge: +2
Multiplicity: 2
HOMO (alpha / beta) in eV: -11.01 / -10.96
Energy relative to the best compared isomer or geometry (same formula, charge and spin) in eV: 4.9169
Strongest force on any atom in hartree/bohr: 0.1216


Entry 2:
# C20H37F3N4O4S

A 3-piece molecular cluster, C20H37F3N4O4S overall (the ωB97M-V functional and the def2-TZVPD basis, the Open Molecules 2025 dataset).

Geometry as XYZ:
```
69
Properties=species:S:1:pos:R:3:forces:R:3:mulliken_charge:R:1
N 3.383549 -5.130529 -2.336235 0.0 -0.3 0.1 -0.5279
C 3.036205 -4.155126 -2.825556 -0.1 0.5 -0.2 -0.2741
C 2.587567 -2.888639 -3.439696 0.2 0.0 0.1 -0.0330
C 3.624264 -1.756678 -3.185208 0.0 0.1 -0.1 -0.6219
C 5.042492 -2.284313 -3.091034 -0.1 0.1 -0.2 0.1232
O 5.734271 -2.200651 -2.119939 0.0 -0.1 0.0 -0.5248
O 5.429841 -2.869549 -4.248596 -0.1 -0.3 0.3 -0.4262
C 1.153342 -2.575221 -2.897760 -0.1 0.0 0.1 1.6418
C 1.228904 -2.335954 -1.435481 0.1 0.0 -0.6 -0.8475
N 1.307206 -2.165359 -0.306640 0.0 0.0 0.2 -0.3505
C 0.158013 -3.766185 -3.073998 0.2 0.2 0.3 -1.3412
S 0.237541 -4.754007 -4.558867 0.0 0.1 -0.1 0.9714
O -0.754562 -5.772432 -4.406323 0.0 0.0 0.0 -0.6274
O 0.292291 -3.894909 -5.706337 0.0 -0.1 0.1 -0.5450
C 0.594955 -1.264199 -3.524272 0.2 -0.3 0.1 0.8666
F -0.671088 -1.085151 -3.167993 -0.5 0.0 0.1 -0.2698
F 1.277002 -0.199985 -3.103437 0.3 0.3 0.2 -0.2564
F 0.662208 -1.280764 -4.844267 0.1 -0.1 -0.4 -0.2318
H 2.523407 -3.048917 -4.523137 -0.1 0.0 0.2 0.7852
H 3.561909 -1.053896 -4.022380 0.0 -0.1 0.1 0.4441
H 3.420771 -1.210486 -2.264807 0.0 -0.2 0.0 0.4219
H 6.234030 -3.382571 -4.056651 0.0 0.3 -0.1 0.3588
H 0.304492 -4.466541 -2.245050 -0.1 0.0 -0.2 0.5363
H -0.875778 -3.413774 -3.032180 0.1 0.0 0.0 0.5990
H 1.456006 -5.327768 -4.425523 0.0 -0.1 0.0 0.1540
C -0.209176 0.801234 2.297075 0.0 0.1 0.0 -1.0618
C 0.131598 0.545908 3.757567 0.0 0.0 0.0 -0.6507
N -0.367620 -0.729772 4.242635 0.0 0.1 0.0 0.1112
C -0.250494 -0.886699 5.680444 -0.1 0.0 0.1 -0.7083
C 1.155342 -0.937725 6.292610 0.0 0.0 0.0 -0.9685
C 0.002760 -1.882385 3.438009 0.0 -0.1 -0.1 -0.7726
C 1.492809 -2.156909 3.206151 0.0 -0.1 0.0 -0.9267
H -1.286390 0.742098 2.129342 0.0 0.0 0.0 0.2940
H 0.128322 1.798770 2.008808 0.0 0.0 0.0 0.4559
H 0.282085 0.089252 1.632844 0.0 0.0 0.0 0.1445
H -0.326266 1.326932 4.371569 0.0 0.0 0.0 0.5109
H 1.221109 0.656442 3.881550 0.0 0.0 0.0 0.2383
H -0.794588 -1.792465 5.962868 0.0 0.0 0.0 0.3605
H -0.796872 -0.056566 6.139561 0.0 0.0 0.0 0.4189
H 1.647268 -1.892352 6.109501 0.0 0.0 0.0 0.2252
H 1.087860 -0.808394 7.374596 0.0 0.0 0.0 0.3970
H 1.796697 -0.144528 5.906924 0.0 0.0 0.0 0.2721
H -0.470369 -1.766978 2.460299 0.0 0.0 0.0 0.3816
H -0.470833 -2.763381 3.879503 0.0 0.0 0.1 0.3668
H 2.044383 -1.241408 2.987720 0.0 0.0 0.0 0.2028
H 1.606276 -2.812319 2.342853 0.0 0.0 0.0 0.3486
H 1.969892 -2.647899 4.054095 0.0 0.1 0.1 0.3308
C -3.857914 6.238786 -0.692905 0.0 0.0 0.0 -1.4253
C -3.230807 4.965441 -1.239392 0.0 0.0 0.0 -0.3209
N -2.100882 4.499329 -0.454353 0.0 0.0 0.0 0.1394
C -1.339017 3.447552 -1.104950 0.1 0.0 -0.1 -0.8277
C -2.017526 2.091831 -1.342145 0.0 0.0 0.0 -0.4930
C -2.354508 4.309059 0.963909 0.0 0.0 0.1 -0.6726
C -3.466850 3.333627 1.371756 0.1 -0.1 0.1 -0.9184
H -3.113832 7.031905 -0.608707 0.0 0.0 0.0 0.3361
H -4.646206 6.576798 -1.366788 0.0 0.0 0.0 0.4298
H -4.312013 6.087079 0.286616 0.0 0.0 0.0 0.2941
H -2.857371 5.166791 -2.247421 0.0 0.0 0.0 0.4483
H -4.020233 4.204324 -1.350509 0.0 0.0 0.0 0.2572
H -0.426324 3.288629 -0.523137 0.0 0.0 0.0 0.2997
H -1.010240 3.842395 -2.071589 -0.1 0.0 0.0 0.4285
H -2.101569 1.509707 -0.424874 0.0 0.0 0.0 0.0684
H -1.422936 1.504528 -2.045445 0.0 0.0 0.0 0.1135
H -3.014842 2.203674 -1.769319 0.0 0.0 0.0 0.3063
H -2.575657 5.283904 1.404088 0.0 0.0 -0.1 0.3765
H -1.412658 3.997588 1.423409 0.0 0.0 0.0 0.3179
H -4.367928 3.456263 0.768964 0.0 0.0 0.0 0.2911
H -3.746519 3.508200 2.412557 0.0 0.0 0.0 0.3737
H -3.146816 2.295310 1.295049 0.0 0.0 -0.1 0.1824
```
Positions in Å, forces in eV/Å.

Values from the calculation:
Orbital gap in eV: 8.1470
Energy in eV: -54476.5672
Net charge: 0
SMILES: N#C[C@H](CC(=O)O)[C@](C#N)(C[SH](=O)=O)C(F)(F)F.CCN(CC)CC.CCN(CC)CC
HOMO in eV: -7.99
Strongest force on any atom in hartree/bohr: 0.0109


| no. | molar mass (g mol⁻¹) |
| --- | --- |
| 1 | 459.69 |
| 2 | 486.60 |